(1)
Here is the molecule C22H31N3OS2 from the OMol25 dataset. Energies are from ωB97M-V/def2-TZVPD.

Values from the calculation:
**ΔE to the lowest compared entry with this formula, charge and spin**: 1.6 kcal/mol
**Max |F|**: 0.872 eV Å⁻¹
**Gap between HOMO and LUMO**: 8.3 eV
**Lowest unoccupied orbital energy**: 0.637 eV

```
59
Properties=species:S:1:pos:R:3:mulliken_charge:R:1
C 2.45 4.63 1.77 -0.776
H 1.40 4.90 1.60 0.332
O 3.08 4.22 0.58 -0.469
C 2.53 3.21 -0.13 0.368
C 1.43 2.46 0.30 0.370
C 0.92 1.46 -0.52 -1.137
C 1.52 1.18 -1.74 -0.465
C 2.63 1.90 -2.14 -0.772
C 3.13 2.91 -1.35 -0.601
H 3.99 3.49 -1.66 0.468
H 3.09 1.68 -3.09 0.421
H 1.10 0.40 -2.37 0.480
N -0.18 0.68 -0.12 0.710
C -1.36 1.14 0.36 0.449
N -2.35 0.23 0.56 0.404
C -2.33 -1.12 0.03 -1.022
C -1.98 -2.17 1.09 -0.597
C -0.61 -1.96 1.74 -1.295
N 0.49 -1.97 0.78 0.940
C 1.74 -1.61 1.43 -1.083
C 2.84 -1.33 0.39 -0.654
C 2.61 -2.15 -0.89 1.430
C 3.91 -2.32 -1.67 -1.874
H 3.73 -2.85 -2.60 0.419
H 4.63 -2.89 -1.09 0.394
H 4.33 -1.35 -1.90 0.410
C 2.00 -3.49 -0.48 -1.392
C 0.60 -3.26 0.10 -0.884
H 0.36 -4.09 0.79 0.276
H -0.13 -3.27 -0.71 0.392
H 2.65 -3.97 0.25 0.360
H 1.92 -4.16 -1.34 0.421
H 1.89 -1.62 -1.52 -0.222
H 3.80 -1.59 0.82 0.516
H 2.86 -0.27 0.14 -0.038
H 2.06 -2.41 2.12 0.490
H 1.57 -0.71 2.03 0.456
H -0.47 -2.74 2.51 0.503
H -0.60 -0.99 2.24 0.422
H -2.04 -3.15 0.63 0.416
H -2.73 -2.13 1.89 0.425
H -3.33 -1.33 -0.36 0.318
H -1.63 -1.18 -0.80 0.500
C -3.61 0.65 1.15 -1.641
C -4.65 0.90 0.11 0.574
C -4.78 1.98 -0.71 -0.412
C -5.87 1.88 -1.60 -0.541
C -6.56 0.72 -1.45 -0.463
S -5.89 -0.27 -0.21 -0.120
H -7.43 0.38 -1.98 0.444
H -6.13 2.64 -2.32 0.395
H -4.11 2.82 -0.67 0.424
H -3.42 1.57 1.71 0.603
H -3.94 -0.13 1.83 0.387
S -1.60 2.76 0.67 -0.351
H -0.01 -0.33 -0.12 -0.290
H 0.96 2.66 1.24 0.647
H 2.50 3.86 2.54 0.299
H 2.99 5.51 2.11 0.242
```

---

(2)
Here is the molecule C4H8FN2OP from the OMol25 dataset. Energies are from ωB97M-V/def2-TZVPD.

Values from the calculation:
**ΔE to the lowest compared entry with this formula, charge and spin**: 11.6 kcal/mol
**Max |F|**: 5.720 eV Å⁻¹
**Gap between HOMO and LUMO (spin up / spin down)**: 6.1 / 8.5 eV
**Multiplicity**: 3
**Lowest unoccupied orbital energy (spin up / spin down)**: 0.718 / -1.810 eV

```
17
Properties=species:S:1:pos:R:3:mulliken_charge:R:1
C 0.52 1.13 3.22 0.208
C -1.64 -0.38 -0.56 -0.867
C 2.47 -0.33 0.72 -0.665
C -1.95 -0.25 0.91 -0.264
N 0.88 0.93 4.31 -0.432
N 1.05 -0.31 0.56 -0.291
O -1.38 0.96 1.42 -0.291
F 0.36 2.62 1.17 -0.310
P 0.15 1.06 1.51 0.569
H -1.72 -1.43 -0.86 0.304
H -2.37 0.20 -1.26 0.258
H -0.65 -0.08 -0.76 0.334
H 2.98 0.57 0.13 0.244
H 2.61 -1.38 0.19 0.271
H 2.74 -0.24 1.77 0.320
H -1.57 -1.11 1.47 0.319
H -3.06 -0.25 1.07 0.293
```

---

(3)
Here is a cluster of 2 separate species, C4H9BO3 in total from the OMol25 dataset. Energies are from ωB97M-V/def2-TZVPD.

Values from the calculation:
**ΔE to the lowest compared entry with this formula, charge and spin**: 91.8 kcal/mol
**Max |F|**: 3.654 eV Å⁻¹
**Gap between HOMO and LUMO**: 10.3 eV
**Lowest unoccupied orbital energy**: -0.305 eV

```
17
Properties=species:S:1:pos:R:3:mulliken_charge:R:1
B -0.77 1.13 0.39 0.764
C 1.09 0.72 -2.30 -0.208
C -0.11 0.90 -2.65 -0.519
C 0.55 -1.61 1.45 -1.102
C -0.46 -1.36 0.36 -0.250
O -1.40 1.14 1.58 -0.511
O -0.65 2.23 -0.42 -0.648
O -0.40 -0.08 -0.23 -0.441
H 1.67 0.46 -1.35 0.231
H 1.72 0.83 -3.15 0.308
H 0.37 -0.75 2.12 0.256
H 0.28 -2.51 1.90 0.382
H 1.65 -1.54 1.19 0.277
H -1.46 -1.45 0.92 0.265
H -0.21 -2.14 -0.33 0.356
H -1.64 2.10 1.75 0.325
H -0.22 1.93 -1.23 0.516
```